{
  "formula": "C70H210N30O15P10S5",
  "method": "ωB97M-V with the def2-TZVPD basis set",
  "elements": ["O", "P", "N", "C", "C", "N", "C", "C", "N", "C", "C", "H", "H", "H", "H", "H", "H", "H", "H", "H", "H", "H", "H", "H", "H", "H", "H", "H", "H", "O", "P", "N", "C", "C", "N", "C", "C", "N", "C", "C", "H", "H", "H", "H", "H", "H", "H", "H", "H", "H", "H", "H", "H", "H", "H", "H", "H", "H", "O", "P", "N", "C", "C", "N", "C", "C", "N", "C", "C", "H", "H", "H", "H", "H", "H", "H", "H", "H", "H", "H", "H", "H", "H", "H", "H", "H", "H", "O", "P", "N", "C", "C", "N", "C", "C", "N", "C", "C", "H", "H", "H", "H", "H", "H", "H", "H", "H", "H", "H", "H", "H", "H", "H", "H", "H", "H", "O", "P", "N", "C", "C", "N", "C", "C", "N", "C", "C", "H", "H", "H", "H", "H", "H", "H", "H", "H", "H", "H", "H", "H", "H", "H", "H", "H", "H", "O", "P", "N", "C", "C", "N", "C", "C", "N", "C", "C", "H", "H", "H", "H", "H", "H", "H", "H", "H", "H", "H", "H", "H", "H", "H", "H", "H", "H", "O", "P", "N", "C", "C", "N", "C", "C", "N", "C", "C", "H", "H", "H", "H", "H", "H", "H", "H", "H", "H", "H", "H", "H", "H", "H", "H", "H", "H", "O", "P", "N", "C", "C", "N", "C", "C", "N", "C", "C", "H", "H", "H", "H", "H", "H", "H", "H", "H", "H", "H", "H", "H", "H", "H", "H", "H", "H", "O", "P", "N", "C", "C", "N", "C", "C", "N", "C", "C", "H", "H", "H", "H", "H", "H", "H", "H", "H", "H", "H", "H", "H", "H", "H", "H", "H", "H", "O", "P", "N", "C", "C", "N", "C", "C", "N", "C", "C", "H", "H", "H", "H", "H", "H", "H", "H", "H", "H", "H", "H", "H", "H", "H", "H", "H", "H", "C", "S", "O", "C", "H", "H", "H", "H", "H", "H", "C", "S", "O", "C", "H", "H", "H", "H", "H", "H", "C", "S", "O", "C", "H", "H", "H", "H", "H", "H", "C", "S", "O", "C", "H", "H", "H", "H", "H", "H", "C", "S", "O", "C", "H", "H", "H", "H", "H", "H"],
  "xyz": [[6.651227, 4.085296, -4.032444], [7.028807, 4.352546, -2.655094], [6.430687, 3.216486, -1.472114], [7.230407, 2.091466, -0.982584], [4.996927, 2.838726, -1.751014], [6.705147, 5.902256, -2.121104], [6.050757, 6.855366, -3.120024], [7.062757, 6.538806, -0.953434], [8.717317, 4.389426, -2.609964], [9.695557, 4.288866, -1.483704], [9.394687, 4.076216, -3.884774], [7.979827, 2.355296, -0.236354], [7.864907, 1.656026, -1.754534], [6.707027, 1.268846, -0.495274], [4.278087, 3.620126, -1.504494], [4.898807, 1.888926, -1.225334], [4.948577, 2.673356, -2.827314], [4.968547, 6.736996, -3.066204], [6.200867, 7.923056, -2.959984], [6.369607, 6.659546, -4.143784], [7.930387, 7.186146, -1.080944], [6.260357, 7.195826, -0.617894], [7.233547, 5.855006, -0.121964], [9.069227, 4.365636, -0.594934], [10.290947, 3.383286, -1.600024], [10.502677, 5.015326, -1.389264], [9.160447, 4.749376, -4.709444], [9.282727, 3.061496, -4.266764], [10.418507, 4.427866, -3.757304], [-2.535503, -3.538594, 5.228836], [-1.092213, -3.688874, 5.601796], [-0.965953, -4.452404, 7.167486], [0.364147, -4.956124, 7.649066], [-2.083493, -4.620164, 8.137756], [-0.128953, -2.192724, 5.779806], [-0.904283, -0.987224, 6.021776], [1.257467, -2.174094, 6.158276], [-0.119593, -4.628954, 4.498516], [-0.109803, -4.031914, 3.050086], [-0.276343, -6.089134, 4.608106], [0.974837, -5.190454, 6.777146], [0.242747, -5.885924, 8.204796], [0.882627, -4.188244, 8.223206], [-2.744973, -5.480614, 8.037006], [-2.552113, -3.636184, 8.120936], [-1.633413, -4.607044, 9.130406], [-0.773623, -0.732884, 7.073596], [-0.791403, -0.186874, 5.290476], [-1.971053, -1.206534, 6.066506], [1.758867, -2.961284, 5.595226], [1.875907, -1.313354, 5.903786], [1.184737, -2.359394, 7.229936], [0.528907, -4.574784, 2.353346], [-1.127933, -4.186824, 2.693006], [0.210117, -2.992984, 3.129946], [-0.473033, -6.510904, 5.593766], [0.694637, -6.470504, 4.292096], [-0.897963, -6.505814, 3.815596], [6.712587, -2.569514, -1.605154], [6.073727, -2.840324, -2.931574], [7.047407, -3.998064, -3.803804], [6.663517, -4.670464, -5.052864], [8.519607, -3.817104, -3.626074], [5.871407, -1.492674, -3.958944], [6.683397, -0.293414, -3.755764], [5.323987, -1.595174, -5.244824], [4.540967, -3.501964, -2.817604], [4.524287, -4.661514, -1.954914], [3.333287, -2.671294, -2.778534], [6.725267, -3.945614, -5.864584], [5.673707, -5.038244, -4.782464], [7.298127, -5.538674, -5.230574], [9.035077, -4.732454, -3.916794], [8.838247, -3.576484, -2.611834], [8.762987, -2.991934, -4.295374], [7.621077, -0.417194, -4.297564], [6.183667, 0.651546, -3.968924], [6.870557, -0.313834, -2.682154], [4.658047, -2.452534, -5.342594], [4.595757, -0.803674, -5.421764], [6.143297, -1.622134, -5.963224], [4.245067, -4.468224, -0.919164], [3.845027, -5.450864, -2.276844], [5.402547, -5.304734, -2.010074], [3.209917, -1.782484, -3.397314], [3.344287, -2.178414, -1.806394], [2.432267, -3.202494, -3.085294], [-4.992453, -2.659504, -8.084134], [-4.021093, -1.478404, -7.962644], [-4.735083, -0.065694, -8.233394], [-6.195823, -0.165254, -8.464934], [-4.051113, 1.174236, -8.134924], [-2.617073, -1.643644, -8.930834], [-2.699113, -1.054094, -10.242934], [-1.870053, -2.954814, -8.923454], [-3.415953, -1.347154, -6.401174], [-3.955073, -0.439094, -5.333144], [-2.128533, -2.002614, -5.960414], [-6.430863, -0.510124, -9.471874], [-6.735463, 0.759126, -8.259014], [-6.681363, -0.798724, -7.722594], [-4.040963, 1.588416, -9.143114], [-3.130493, 1.099126, -7.556204], [-4.756493, 1.847536, -7.647894], [-1.753263, -0.789194, -10.715474], [-3.104493, -1.846464, -10.872154], [-3.241853, -0.110854, -10.181074], [-2.011853, -3.431724, -9.893274], [-0.813023, -2.713394, -8.811624], [-2.368343, -3.527474, -8.141224], [-3.724033, -0.789704, -4.327264], [-3.392903, 0.490686, -5.246164], [-5.042923, -0.383084, -5.372414], [-1.281573, -1.458654, -6.378584], [-2.138643, -3.038354, -6.299874], [-1.907673, -2.015214, -4.893104], [8.024417, 2.748586, 5.196316], [6.610977, 3.196766, 5.256566], [6.312817, 4.831716, 5.342766], [6.586637, 5.611116, 6.606866], [6.412847, 5.636246, 4.148226], [5.834627, 2.543046, 6.641976], [6.159237, 1.188596, 6.950936], [4.507747, 2.926236, 7.226306], [5.629757, 2.734886, 3.999556], [6.329027, 2.326366, 2.726866], [4.226397, 2.997176, 3.736906], [7.589427, 6.035176, 6.658736], [6.748267, 4.916806, 7.431436], [5.833007, 6.361176, 6.846736], [5.584707, 5.411166, 3.476186], [7.299767, 5.371706, 3.572476], [6.462647, 6.664866, 4.505386], [5.706987, 0.914216, 7.903976], [5.780187, 0.456706, 6.237666], [7.207407, 0.945346, 7.124906], [4.577167, 2.884656, 8.313296], [4.192367, 3.906396, 6.868646], [3.770487, 2.159266, 6.988996], [6.025077, 1.350586, 2.347966], [5.934647, 2.865136, 1.865306], [7.418807, 2.304856, 2.725526], [3.917527, 3.342686, 4.723486], [3.713047, 2.054426, 3.547726], [4.043647, 3.785536, 3.006716], [-0.037853, 5.657106, -4.410604], [0.638627, 4.484696, -5.084084], [2.187937, 4.839656, -5.848794], [2.608747, 4.080326, -6.965284], [3.162077, 5.810836, -5.206574], [-0.317863, 3.538496, -6.140084], [-0.053433, 2.112306, -6.568634], [-1.098513, 4.260826, -7.109474], [1.017817, 3.221636, -3.916324], [-0.089643, 2.925656, -2.911124], [2.188007, 2.340736, -3.862114], [3.612917, 4.469796, -7.132764], [2.097787, 4.348356, -7.890044], [2.773747, 3.028326, -6.732524], [3.826657, 5.234526, -4.562914], [2.700377, 6.547036, -4.548604], [3.686707, 6.291966, -6.032034], [0.864247, 1.825796, -6.054944], [-0.889743, 1.460186, -6.316774], [0.076957, 1.855846, -7.619984], [-1.844013, 4.875806, -6.605354], [-0.420803, 4.916326, -7.656404], [-1.550853, 3.708446, -7.933104], [0.423337, 2.584956, -2.011744], [-0.656723, 3.829316, -2.687704], [-0.660723, 2.127306, -3.385044], [2.689847, 2.271106, -4.827214], [1.804237, 1.369006, -3.551374], [2.967897, 2.698336, -3.189804], [-0.448773, 2.010386, 3.344326], [-0.413483, 1.351556, 2.026886], [-1.692843, 0.363326, 1.576046], [-2.537673, -0.322764, 2.675156], [-2.229823, 0.190596, 0.198876], [0.941457, 0.349276, 1.831976], [1.240997, -0.440494, 0.580986], [1.564307, -0.157844, 3.000826], [-0.304333, 2.457906, 0.731786], [-1.478693, 3.441246, 0.648896], [0.983257, 3.046836, 0.620726], [-2.937853, -1.311154, 2.449216], [-3.286313, 0.376566, 3.047396], [-1.930183, -0.457784, 3.570046], [-1.513543, 0.672896, -0.466294], [-3.090473, 0.857866, 0.244876], [-2.443823, -0.844174, -0.068604], [0.842797, 0.113596, -0.269024], [2.329027, -0.505574, 0.588596], [0.839097, -1.449784, 0.491966], [2.633747, -0.331224, 2.881166], [1.294967, 0.504416, 3.823616], [1.047197, -1.083004, 3.255336], [-1.110323, 4.407846, 0.305256], [-2.188703, 3.208656, -0.144754], [-2.069203, 3.497216, 1.563376], [1.696667, 2.352796, 0.176376], [1.392587, 3.498786, 1.524216], [1.005577, 3.878976, -0.082934], [-5.298423, -9.176534, 5.750446], [-5.106733, -9.078534, 4.264696], [-4.211083, -10.361164, 3.628396], [-3.850723, -11.382854, 4.571986], [-3.793773, -10.446974, 2.259336], [-4.402943, -7.592794, 3.665006], [-4.409963, -6.460434, 4.572316], [-4.429533, -7.200674, 2.189066], [-6.580773, -9.134964, 3.522546], [-7.245123, -10.354654, 3.096496], [-7.575193, -8.019374, 3.844416], [-4.441193, -12.298984, 4.559756], [-3.702853, -10.926324, 5.550666], [-2.802403, -11.583514, 4.350916], [-4.540323, -9.852244, 1.732986], [-3.941683, -11.450134, 1.859466], [-2.810223, -9.988634, 2.156076], [-3.356803, -6.181184, 4.603436], [-4.836793, -5.483904, 4.343656], [-4.640083, -6.875954, 5.553386], [-5.453403, -7.006394, 1.869606], [-4.067593, -6.183084, 2.042016], [-3.957163, -7.983114, 1.595156], [-8.149293, -10.140094, 2.526816], [-6.635553, -11.025074, 2.490646], [-7.502833, -10.878314, 4.017076], [-7.978413, -7.687824, 2.887546], [-7.009403, -7.136954, 4.143296], [-8.184113, -8.515174, 4.600396], [4.672477, 7.388766, 1.987826], [3.521877, 7.980916, 1.229686], [3.539587, 9.700396, 1.129606], [3.065877, 10.451296, 2.316316], [4.439687, 10.353756, 0.177506], [2.010977, 7.515276, 1.925716], [2.074437, 6.485966, 2.956926], [0.598657, 7.957526, 1.574946], [3.337177, 7.438076, -0.321904], [2.594137, 8.061466, -1.421704], [3.430117, 5.997386, -0.395704], [2.113427, 10.176216, 2.769376], [3.139177, 11.518786, 2.108506], [3.819707, 10.334076, 3.094846], [4.384717, 9.827596, -0.775514], [5.426157, 10.350816, 0.641156], [4.157207, 11.401626, 0.076166], [2.543917, 5.574106, 2.587866], [2.450457, 6.746116, 3.946396], [1.026107, 6.275786, 3.168856], [0.237457, 7.287016, 0.795166], [0.056387, 8.057686, 2.515166], [0.658887, 8.973106, 1.183706], [2.934867, 7.787856, -2.420274], [1.586897, 7.682196, -1.249284], [2.524817, 9.128866, -1.212104], [2.597037, 5.629846, 0.203456], [4.290587, 5.573326, 0.121846], [3.269597, 5.572706, -1.386654], [-5.113363, -6.466124, -2.338894], [-6.324463, -5.621734, -2.581124], [-6.166713, -3.976704, -1.938204], [-5.365193, -3.657254, -0.775894], [-6.662613, -2.757624, -2.631214], [-7.766583, -6.121064, -1.741264], [-9.005133, -5.298094, -1.518994], [-7.750523, -7.555454, -1.359324], [-6.730683, -5.434944, -4.253504], [-7.862933, -6.151774, -4.795214], [-5.597883, -5.095514, -5.157674], [-4.364913, -3.609354, -1.206284], [-5.534993, -4.374584, 0.027046], [-5.566703, -2.738874, -0.224454], [-6.050183, -2.645624, -3.525914], [-6.550943, -1.889064, -1.982184], [-7.680283, -2.931504, -2.980824], [-9.635483, -5.065264, -2.377214], [-9.652633, -5.835084, -0.825824], [-8.780363, -4.366894, -0.998954], [-7.946503, -8.106694, -2.279014], [-6.780023, -7.852384, -0.961754], [-8.426193, -7.979664, -0.616604], [-7.711703, -7.148734, -4.381334], [-8.852333, -5.842854, -4.457954], [-7.868143, -6.134074, -5.885054], [-4.781163, -4.717214, -4.542894], [-6.006893, -4.311384, -5.794824], [-5.295433, -6.050934, -5.586394], [-2.074863, 6.301276, 6.397036], [-1.513663, 5.100456, 5.049786], [-1.222403, 5.934196, 3.804466], [0.039077, 4.758406, 6.003586], [-2.301863, 5.846296, 7.361176], [-3.032223, 6.727826, 6.097676], [-1.331913, 7.081516, 6.562436], [0.832427, 4.365026, 5.368006], [-0.172513, 4.032646, 6.788826], [0.392507, 5.697936, 6.428416], [-5.972773, 0.699856, 8.856786], [-5.992243, -1.072944, 9.322216], [-7.370233, -1.554304, 8.792766], [-4.930043, -1.673614, 7.927896], [-4.980823, 1.148196, 8.912756], [-6.727813, 1.325486, 9.332796], [-6.099483, 0.749196, 7.775296], [-4.869473, -2.760544, 7.873036], [-3.926723, -1.272724, 7.783906], [-5.499683, -1.508144, 7.013436], [-6.280623, 1.661796, -3.542994], [-5.735903, 1.464116, -1.786174], [-4.974723, 0.139466, -1.438534], [-4.526383, 2.892706, -1.760274], [-7.065463, 2.416696, -3.495684], [-6.926653, 0.830806, -3.826204], [-5.463223, 1.761316, -4.257174], [-4.384423, 3.268936, -0.747164], [-4.706373, 3.712716, -2.455474], [-3.643913, 2.336446, -2.076384], [-5.701803, 1.800166, 2.835876], [-5.881663, 2.266136, 4.553926], [-5.628063, 0.987346, 5.345386], [-4.392943, 3.284356, 4.660436], [-4.633593, 1.823526, 2.620266], [-6.092573, 2.409256, 2.020766], [-5.948603, 0.762216, 2.612616], [-3.503433, 2.686856, 4.460756], [-4.234923, 3.488226, 5.719476], [-4.374863, 4.168836, 4.023676], [-1.998263, -5.848884, -0.832524], [-0.659673, -6.526054, -1.918264], [-0.676093, -8.051714, -1.845764], [-1.208863, -5.837214, -3.574314], [-3.024423, -6.137514, -1.060094], [-1.806843, -4.835824, -0.478744], [-1.932773, -6.375744, 0.119436], [-0.567643, -6.324184, -4.309034], [-1.110393, -4.755014, -3.659444], [-2.264533, -6.107894, -3.594194]],
  "forces_ev_per_a": [[-1.228, -0.114, -1.184], [2.294, 0.339, 2.903], [-0.501, 1.060, -0.312], [1.573, 0.089, -0.209], [1.877, 0.008, -0.451], [-2.735, 0.035, -3.825], [-0.082, -1.164, 0.211], [0.430, 0.897, 2.393], [1.664, -0.885, -0.426], [-1.507, -0.197, -0.263], [0.235, 1.257, -0.210], [-0.166, 0.635, 0.223], [-0.208, -0.264, -0.390], [-0.688, 0.285, -0.338], [0.107, -0.163, 0.420], [-0.807, 0.271, -0.010], [-0.382, -0.270, -0.072], [-0.141, -0.139, -0.086], [0.670, -0.185, 0.665], [0.018, -0.262, 0.110], [0.442, 0.005, 0.061], [-0.205, 0.030, 0.188], [0.142, -0.130, -0.026], [0.584, -0.474, 0.403], [-0.529, -0.619, 0.476], [-0.496, 0.940, -0.611], [-0.979, -0.021, 0.028], [0.258, -0.126, 0.322], [0.407, -0.891, 0.256], [1.525, 0.555, 0.412], [1.191, -0.118, 1.122], [0.849, -0.837, -1.046], [-0.953, 0.452, -1.087], [1.171, 1.760, -0.444], [-2.666, -0.994, -2.644], [-0.769, -0.828, 0.979], [-0.271, -1.164, 0.146], [-0.787, 1.662, 0.557], [-0.625, -1.314, 2.140], [1.346, 0.002, -1.587], [0.156, 0.064, 0.071], [-0.082, 0.137, 0.165], [0.003, -0.231, 0.313], [0.044, 0.139, -0.373], [-1.032, -0.446, -0.057], [0.121, -0.435, 0.057], [0.613, 0.971, 0.069], [0.542, 0.187, 0.291], [-0.155, -0.347, -0.624], [0.061, -0.469, 0.509], [-0.744, 0.625, 0.089], [1.334, 0.119, 0.256], [0.388, -0.190, 0.516], [-0.121, 0.599, -0.281], [-0.314, -0.132, -0.097], [-0.377, 0.536, -0.131], [0.341, -0.321, 0.285], [-0.856, 0.069, 0.325], [-0.423, 0.335, -1.494], [1.239, -0.373, -0.633], [0.191, 0.277, 1.968], [-0.246, 0.716, 1.675], [-1.090, 0.272, -0.483], [-0.048, -0.002, 2.360], [0.047, -1.134, 1.251], [-1.012, -0.611, -0.837], [0.553, 0.211, -1.441], [-0.756, -1.635, 0.124], [0.158, 0.663, 0.450], [-0.339, -0.432, -0.494], [-0.327, 0.033, -1.048], [0.130, 0.140, -0.011], [-0.062, 0.038, -0.187], [-0.495, 0.077, -0.026], [0.864, 0.027, -0.058], [0.171, 0.510, -0.129], [-0.189, -0.164, -0.406], [0.492, 0.347, -0.040], [0.485, -0.534, -0.063], [0.390, 0.678, -0.299], [-0.343, 0.101, -0.667], [0.332, 0.347, 0.125], [-0.925, 0.427, -0.425], [0.756, 0.960, 0.191], [1.293, -0.141, -0.787], [-0.970, -0.459, 0.549], [0.054, -0.591, 0.832], [1.803, 2.220, -0.054], [-0.220, -4.245, 0.871], [-1.447, -1.016, -0.028], [-0.225, 0.438, 0.358], [-1.594, 1.097, -0.288], [0.187, 0.115, 0.952], [0.046, -0.193, -0.299], [-1.408, 1.715, -0.102], [1.314, 0.391, 2.487], [0.519, -1.019, -0.392], [-0.685, 0.356, -1.113], [-0.030, 0.002, 0.114], [0.610, 0.626, -0.390], [0.391, -0.598, -0.267], [1.177, 0.356, -0.092], [0.079, 0.105, -0.508], [0.301, 0.340, 0.584], [0.524, -0.111, 0.495], [-0.678, 0.545, -0.716], [-0.395, -0.399, -0.452], [-0.120, -0.227, 0.017], [-0.008, -0.449, 0.421], [0.769, -0.478, -0.224], [-0.191, -0.999, -0.063], [-0.444, 0.753, -0.814], [0.161, 0.510, -0.270], [0.180, -0.178, -0.383], [0.287, 0.119, 0.128], [-0.904, 0.189, 0.174], [-0.980, 0.004, -0.424], [-1.193, 0.043, 1.656], [-0.065, 0.517, 2.589], [0.910, -1.638, -0.263], [0.035, -0.509, -0.440], [-0.118, 1.506, -0.032], [0.214, -1.288, 0.802], [1.226, -0.438, -0.725], [2.292, -1.071, -3.443], [-0.839, -0.406, -0.208], [0.651, 0.072, 2.281], [0.071, 0.660, -0.854], [-0.925, -0.284, 0.121], [-0.080, -0.165, -0.236], [-0.211, 0.649, 0.084], [0.409, 0.344, 0.019], [-0.223, 0.043, -0.738], [-0.254, 0.119, 0.132], [-0.141, -0.073, -0.382], [0.220, 0.563, -0.442], [0.173, 0.400, 0.108], [0.034, -0.078, 0.143], [-0.289, 0.055, -0.405], [-0.106, -0.785, 0.846], [0.301, 1.159, 0.115], [-0.183, 0.419, 0.464], [-0.903, 0.233, -0.227], [-0.166, 0.134, -0.416], [0.053, -0.153, -0.245], [0.850, -1.808, -1.610], [1.974, -1.506, 1.754], [-3.208, 1.194, 2.736], [1.779, 0.687, -0.325], [-0.906, -1.487, -0.386], [0.240, -0.986, -0.896], [0.488, 0.739, 1.397], [0.117, 1.537, -0.577], [-1.017, 2.067, -0.288], [2.076, 0.044, -1.449], [-0.648, 0.797, -0.213], [0.333, -0.302, -0.359], [-0.473, -0.688, -0.031], [-0.462, -0.232, -0.532], [0.481, 0.043, -0.218], [-0.502, -0.048, -0.416], [0.170, 0.121, 0.291], [-0.317, -0.512, 0.030], [-0.096, 0.063, 0.666], [0.293, 1.134, -0.404], [-0.116, 0.023, -0.197], [-0.083, 0.575, -0.157], [-0.147, -0.703, 0.576], [-0.352, -0.134, 0.128], [-0.057, -0.163, -0.207], [-0.594, -0.061, 0.518], [-0.198, -0.183, -0.115], [0.419, -0.286, -0.032], [-0.264, -0.099, 0.319], [-0.267, -0.463, 0.491], [0.120, -1.212, -2.150], [-1.033, -1.285, 1.424], [1.523, 1.578, -0.052], [0.476, 1.823, 1.471], [-0.221, 0.679, -1.778], [-0.385, 1.437, 1.195], [-0.835, -0.443, 0.930], [-2.276, -0.148, 0.461], [0.786, -0.769, -0.487], [1.427, 1.068, -0.824], [0.030, 0.276, -0.609], [-0.444, -0.306, -0.389], [0.343, -0.152, -0.209], [-0.049, -0.347, -0.282], [-0.615, -0.659, -0.931], [-0.072, 0.162, 0.142], [0.346, 0.094, -0.115], [0.044, -0.030, -0.534], [-0.301, -0.156, 0.614], [0.079, 0.143, 0.094], [0.628, 0.154, 0.118], [0.446, -0.612, 0.312], [0.231, 0.107, 0.683], [0.129, -0.756, -0.137], [0.410, 0.252, 0.227], [0.150, -0.220, 0.370], [0.063, -0.280, 0.453], [-0.500, 0.073, -0.228], [1.122, 0.537, -1.267], [-0.147, 0.495, -0.221], [-1.720, 1.027, 1.462], [2.023, 0.421, 0.123], [-1.125, 0.678, 0.111], [-1.223, -0.732, -1.239], [2.332, -0.390, 0.799], [-0.924, -0.392, 1.753], [-0.614, 1.309, -1.778], [0.213, -0.123, 0.881], [2.406, -1.482, -0.834], [-0.143, 0.105, 0.078], [-0.905, -0.315, 0.211], [0.160, -0.851, -0.261], [0.294, 0.086, -0.536], [0.633, -0.138, 0.090], [0.226, -0.476, -0.525], [0.293, 0.365, 0.531], [-1.161, -0.471, -0.417], [-0.341, 0.605, 0.120], [-0.473, -0.745, -0.190], [1.105, -0.268, 0.309], [0.016, 0.634, -0.143], [0.014, 0.176, 0.065], [0.274, 0.226, 0.030], [-0.505, -0.581, -0.113], [-0.916, -0.459, 0.199], [-0.126, -0.218, 0.794], [-0.708, 1.057, -0.075], [-1.309, 0.225, -0.916], [-1.235, 1.136, 1.113], [-2.054, -1.688, -0.175], [1.856, 0.031, -0.063], [-0.149, -0.131, 1.338], [0.950, 0.994, 0.533], [-1.292, -0.208, -0.007], [2.708, 0.445, 0.038], [2.351, 0.545, -1.528], [-0.951, -0.236, 1.990], [-0.918, -0.655, 0.916], [-0.090, -0.172, -0.661], [-0.544, 0.019, -0.311], [0.023, -0.144, 0.456], [0.411, 0.222, 0.093], [0.500, -0.040, -0.598], [-0.215, -0.039, -0.248], [0.167, -0.040, 0.201], [0.684, 0.411, -0.177], [-0.037, -0.530, -0.032], [-0.691, 0.010, 0.406], [-0.390, -0.629, -0.329], [0.008, 0.008, -0.330], [0.281, 0.154, 0.190], [-0.527, 0.076, -0.861], [0.183, -0.002, -0.517], [-0.472, -0.540, 0.028], [0.429, 0.274, -0.450], [0.390, 0.415, -0.186], [-1.185, 0.663, 0.085], [-1.229, 2.386, 0.643], [-1.582, -0.436, -0.974], [0.573, -0.966, -0.133], [0.476, -1.678, -0.625], [0.542, -0.028, -0.003], [0.952, -0.584, 0.536], [0.243, -0.248, -0.965], [0.757, 1.429, 2.693], [0.302, -0.938, 0.608], [-1.435, -0.410, 1.243], [0.695, -0.065, 1.180], [0.646, -0.637, -0.216], [-0.487, 0.475, -0.845], [0.012, 0.624, -0.221], [-0.166, -0.147, -0.101], [-0.170, 0.343, 0.156], [0.361, -0.152, -0.450], [0.142, -0.276, -0.033], [0.323, 0.106, -0.212], [0.112, -0.618, 0.097], [0.219, 0.251, -0.361], [-0.643, 1.074, 0.107], [-0.666, -0.681, -0.847], [0.130, 0.521, 0.122], [0.239, -0.121, 0.090], [0.034, 0.118, -0.143], [0.720, -0.290, -0.660], [0.308, 0.409, -0.769], [-0.476, -0.226, -0.538], [0.608, 1.389, 0.359], [-0.170, -0.893, 1.749], [0.111, 0.308, -0.565], [0.367, -0.596, -0.114], [0.168, 0.151, -0.387], [0.013, -0.047, -0.341], [-0.317, -0.137, -0.262], [-0.212, 0.061, -0.055], [-0.035, -0.058, 0.037], [0.750, 0.037, -1.075], [-1.993, -0.546, -2.410], [1.990, 0.693, 1.410], [-0.170, -0.144, -0.607], [0.195, -0.111, 0.822], [0.069, -0.495, 0.329], [-0.622, -0.333, -0.126], [0.029, -0.110, 0.969], [-0.051, 0.275, 0.461], [-0.207, 0.734, 0.114], [-0.175, -0.890, 0.605], [0.154, -1.099, 0.963], [-1.092, 2.918, -1.513], [0.246, -1.369, -0.325], [0.701, 0.832, -0.068], [0.515, -0.659, 0.210], [-0.201, 0.387, 0.055], [-0.238, -0.231, -0.048], [-0.420, -0.246, -0.001], [0.419, 0.348, 0.041], [1.486, -0.437, -1.464], [-0.401, -1.001, 0.714], [0.093, 1.484, -0.830], [0.729, -0.707, 0.528], [0.232, -0.009, 0.143], [-0.694, 0.433, 0.599], [-0.548, 0.035, 0.625], [-0.074, -0.322, -0.553], [-0.506, 0.552, 0.027], [-0.357, -0.002, 0.151], [0.081, -1.133, 0.773], [0.539, -0.131, 0.907], [-0.674, 2.094, -0.692], [-0.500, -1.018, 1.094], [-0.104, 0.639, -0.994], [-0.155, 0.322, -0.898], [0.810, -0.529, 0.049], [-0.328, -0.106, -0.014], [0.203, -0.034, 0.495], [0.013, -0.105, -0.700]],
  "orbital_gap_ev": 7.78,
  "total_charge": 0,
  "energy_ev": -298473.187
}